No. 1
A structure of composition C34H39ClN4O2OsP2 at a distorted geometry. Source: the OMol25 dataset; level of theory: wB97M-V/def2-TZVPD.

The charge is +2. Its expectation value of S² is 6.040. As for the spin multiplicity: 5. The HOMO-LUMO gap (spin up / spin down) comes out at 5.37 / 1.68 eV. The HOMO energy (spin up / spin down) is -0.412 / -0.412 Ha.

Last column: Löwdin spin population.
Atoms and positions in Å:
1 Os -2.600 0.908 1.282  1.597
2 C -1.084 2.062 2.767  0.032
3 C -0.833 2.132 1.364  0.014
4 C 0.249 1.292 0.710  0.015
5 C 0.055 -0.248 0.737  0.028
6 C -1.305 -0.753 1.110  0.073
7 C -1.874 -0.694 2.436  -0.002
8 C -1.157 -0.317 3.721  0.002
9 C -0.491 1.088 3.749  0.006
10 C -4.312 0.457 0.438  0.092
11 H -1.445 2.990 3.230  0.001
12 H -1.050 3.119 0.934  0.005
13 H 1.192 1.575 1.200  0.001
14 H 0.344 1.627 -0.338  0.001
15 H 0.240 -0.618 -0.285  0.001
16 H 0.812 -0.732 1.367  0.003
17 H -1.631 -1.607 0.507  0.016
18 H -2.680 -1.418 2.573  0.007
19 H -0.437 -1.102 4.019  -0.001
20 H -1.932 -0.347 4.502  0.000
21 H -0.648 1.489 4.766  0.000
22 H 0.599 1.018 3.644  0.002
23 H -4.860 0.016 1.292  0.009
24 H -4.333 -0.248 -0.401  0.028
25 H -4.789 1.411 0.171  0.011
26 P 0.721 -2.369 -2.120  -0.001
27 P 2.323 0.615 -2.023  -0.002
28 N 1.002 -3.881 -1.332  0.001
29 N 0.500 -3.216 -3.816  0.035
30 N 3.603 0.255 -0.825  0.000
31 N 3.282 1.758 -3.090  0.037
32 C 2.525 -2.169 -2.485  0.005
33 C 2.856 -0.811 -3.088  0.001
34 C 0.046 -4.509 -0.517  0.013
35 C 0.485 -5.803 -0.235  0.005
36 C 1.728 -5.992 -0.917  0.007
37 C 2.020 -4.810 -1.580  0.013
38 C -0.611 -3.045 -4.636  0.330
39 C -0.412 -3.734 -5.839  0.152
40 C 0.880 -4.336 -5.761  0.091
41 C 1.390 -4.033 -4.507  0.325
42 C 3.330 0.164 0.548  0.001
43 C 4.487 -0.175 1.235  0.001
44 C 5.508 -0.374 0.248  0.000
45 C 4.923 -0.173 -0.996  0.001
46 C 4.657 1.990 -3.227  0.346
47 C 4.865 2.996 -4.176  0.135
48 C 3.579 3.319 -4.721  0.107
49 C 2.644 2.513 -4.090  0.343
50 H 2.900 -2.860 -3.261  0.002
51 H 3.124 -2.399 -1.586  0.000
52 H 3.940 -0.782 -3.282  0.001
53 H 2.362 -0.691 -4.066  0.000
54 H -0.828 -3.963 -0.201  0.001
55 H -0.024 -6.537 0.380  0.000
56 H 2.352 -6.883 -0.947  0.000
57 H 2.885 -4.555 -2.162  0.000
58 H -1.449 -2.448 -4.301  0.012
59 H -1.096 -3.800 -6.672  0.003
60 H 1.410 -4.913 -6.517  0.000
61 H 2.340 -4.351 -4.102  0.009
62 H 2.345 0.275 0.936  0.001
63 H 4.557 -0.285 2.308  0.000
64 H 6.534 -0.641 0.428  0.000
65 H 5.346 -0.335 -1.970  0.000
66 H 5.392 1.435 -2.685  0.014
67 H 5.819 3.434 -4.410  0.002
68 H 3.384 4.070 -5.480  0.001
69 H 1.582 2.386 -4.268  0.013
70 Cl -7.058 5.584 7.374  0.000
71 C -6.279 4.835 6.044  0.000
72 C -6.559 5.269 4.734  0.000
73 C -5.893 4.648 3.663  0.001
74 C -4.976 3.597 3.886  0.002
75 C -4.737 3.169 5.193  0.000
76 C -5.355 3.795 6.292  0.000
77 C -4.166 3.056 2.692  0.012
78 O -3.969 3.851 1.763  0.004
79 O -3.776 1.801 2.789  0.036
80 H -7.246 6.113 4.580  0.000
81 H -6.082 4.994 2.647  0.000
82 H -4.041 2.340 5.341  0.000
83 H -5.097 3.515 7.320  0.000

***

No. 2
A structure of composition C34H39N4O2S2Ti at a distorted geometry. Source: the OMol25 dataset; level of theory: wB97M-V/def2-TZVPD.

The charge is +2. Its expectation value of S² is 0.775. As for the spin multiplicity: 2. The HOMO-LUMO gap (spin up / spin down) comes out at 5.93 / 6.72 eV. The HOMO energy (spin up / spin down) is -0.452 / -0.490 Ha.

Last column: natural (NBO) charge in e.
Atoms and positions in Å:
1 Ti 0.625 -0.160 0.735  1.670
2 C -3.087 -3.739 3.255  -0.743
3 S -1.778 -4.120 2.058  0.361
4 C -1.122 -2.563 1.662  -0.078
5 S 0.016 -2.520 0.364  -0.123
6 N -1.532 -1.497 2.290  -0.405
7 N -0.954 -0.330 1.890  -0.441
8 C -1.509 0.785 2.354  0.010
9 C -1.010 1.981 1.797  0.111
10 C -1.507 3.266 2.077  -0.167
11 C -0.990 4.348 1.410  -0.156
12 C 0.011 4.136 0.448  -0.248
13 C 0.453 2.860 0.212  0.055
14 N -0.028 1.780 0.865  -0.616
15 H -3.110 -4.565 3.961  0.250
16 H -2.853 -2.808 3.757  0.253
17 H -4.042 -3.674 2.738  0.230
18 H -2.325 0.737 3.064  0.243
19 H -2.291 3.375 2.814  0.240
20 H -1.344 5.350 1.609  0.250
21 H 0.442 4.964 -0.097  0.251
22 H 1.214 2.677 -0.535  0.228
23 C 2.656 2.405 2.608  -0.664
24 C 2.486 1.014 2.051  0.070
25 C 3.042 0.648 0.806  -0.072
26 C 3.669 1.689 -0.089  -0.651
27 C 3.145 -0.720 0.460  -0.051
28 C 3.840 -1.156 -0.803  -0.644
29 C 2.735 -1.710 1.374  0.050
30 C 3.045 -3.151 1.090  -0.663
31 C 2.131 -1.341 2.598  0.022
32 C 1.869 -2.394 3.639  -0.657
33 C 1.922 0.019 2.889  -0.081
34 C 1.263 0.427 4.183  -0.651
35 H 2.828 2.347 3.680  0.248
36 H 1.789 3.047 2.444  0.232
37 H 3.524 2.891 2.173  0.243
38 H 4.756 1.634 -0.007  0.258
39 H 3.369 2.697 0.178  0.230
40 H 3.405 1.528 -1.134  0.234
41 H 4.581 -1.919 -0.573  0.252
42 H 4.359 -0.341 -1.296  0.236
43 H 3.126 -1.593 -1.507  0.239
44 H 4.087 -3.354 1.357  0.253
45 H 2.915 -3.390 0.038  0.243
46 H 2.412 -3.825 1.658  0.248
47 H 2.725 -3.065 3.692  0.250
48 H 0.990 -2.998 3.400  0.251
49 H 1.734 -1.962 4.624  0.240
50 H 1.994 0.446 4.994  0.255
51 H 0.476 -0.272 4.460  0.242
52 H 0.822 1.418 4.109  0.232
53 C -2.905 0.246 -5.402  -0.258
54 O -2.564 0.213 -4.012  -0.519
55 C -2.794 -0.924 -3.336  0.394
56 C -2.974 -2.154 -3.961  -0.302
57 C -3.360 -3.268 -3.239  -0.129
58 C -3.649 -3.160 -1.884  -0.222
59 C -3.459 -1.954 -1.250  -0.167
60 C -2.960 -0.847 -1.935  -0.007
61 N -2.841 0.364 -1.199  -0.408
62 C -2.104 1.425 -1.384  0.262
63 C -0.918 1.562 -2.191  -0.148
64 C -0.935 2.595 -3.141  -0.142
65 C 0.074 2.741 -4.063  -0.228
66 C 1.156 1.869 -4.031  -0.140
67 C 1.254 0.920 -3.034  -0.257
68 C 0.257 0.766 -2.069  0.326
69 O 0.526 0.008 -0.994  -0.787
70 H -2.886 1.297 -5.680  0.212
71 H -3.904 -0.160 -5.560  0.201
72 H -2.179 -0.297 -6.008  0.194
73 H -2.829 -2.237 -5.029  0.243
74 H -3.475 -4.215 -3.746  0.241
75 H -4.016 -4.012 -1.331  0.241
76 H -3.710 -1.846 -0.202  0.222
77 H -3.555 0.452 -0.483  0.432
78 H -2.495 2.329 -0.925  0.226
79 H -1.813 3.228 -3.194  0.229
80 H 0.017 3.517 -4.813  0.244
81 H 1.944 1.957 -4.767  0.242
82 H 2.126 0.281 -2.963  0.236

***

No. 3
A cluster of 8 separate species, C34H40BFN8O3 in total at a distorted geometry. Source: the OMol25 dataset; level of theory: wB97M-V/def2-TZVPD.

The charge is 0. The HOMO-LUMO gap comes out at 5.60 eV. The HOMO energy is -0.293 Ha.

Last column: Löwdin charge in e.
Atoms and positions in Å:
1 N 2.902 2.018 0.300  0.101
2 B 2.206 3.216 -0.388  -0.361
3 O 2.937 4.291 -1.087  0.043
4 C 0.534 3.205 -0.294  0.074
5 C -0.203 3.700 0.937  0.002
6 F 0.504 4.228 2.141  -0.054
7 C -1.867 3.561 0.863  -0.140
8 O -2.696 4.521 1.302  -0.023
9 C -2.400 2.142 0.155  0.032
10 C -1.662 1.645 -1.075  0.033
11 C -0.373 2.594 -1.560  -0.169
12 O -0.091 2.846 -2.846  -0.003
13 H 3.840 1.842 -0.126  0.076
14 H 2.958 2.185 1.333  0.086
15 H 3.100 5.080 -0.492  0.119
16 H -3.298 1.547 0.613  0.127
17 H -1.934 0.648 -1.625  0.129
18 N 5.029 -0.199 1.367  -0.007
19 C 5.999 0.480 2.058  -0.141
20 C 7.147 -0.280 2.038  -0.108
21 C 6.862 -1.456 1.304  -0.106
22 C 5.548 -1.378 0.899  -0.134
23 H 4.080 0.121 1.225  0.106
24 H 5.789 1.442 2.505  0.106
25 H 8.089 -0.016 2.501  0.095
26 H 7.541 -2.271 1.093  0.094
27 H 4.939 -2.060 0.321  0.078
28 N 2.862 -3.284 -1.239  0.004
29 C 3.870 -4.116 -1.652  -0.135
30 C 3.414 -4.827 -2.740  -0.121
31 C 2.088 -4.404 -2.995  -0.133
32 C 1.774 -3.449 -2.055  -0.133
33 H 2.915 -2.647 -0.454  0.132
34 H 4.821 -4.133 -1.138  0.105
35 H 3.977 -5.569 -3.292  0.095
36 H 1.433 -4.758 -3.781  0.096
37 H 0.871 -2.875 -1.896  0.107
38 N 0.985 -7.622 -2.815  0.008
39 C 0.034 -7.469 -1.841  -0.142
40 C -0.858 -8.513 -1.948  -0.124
41 C -0.425 -9.328 -3.022  -0.118
42 C 0.716 -8.756 -3.537  -0.143
43 H 1.764 -6.997 -2.976  0.109
44 H 0.071 -6.632 -1.157  0.104
45 H -1.725 -8.671 -1.321  0.090
46 H -0.896 -10.234 -3.380  0.089
47 H 1.358 -9.057 -4.355  0.103
48 N -2.511 5.662 4.374  0.008
49 C -1.767 6.652 4.962  -0.141
50 C -2.164 6.759 6.276  -0.120
51 C -3.180 5.797 6.489  -0.122
52 C -3.372 5.131 5.299  -0.145
53 H -2.436 5.369 3.408  0.104
54 H -1.021 7.194 4.396  0.104
55 H -1.765 7.455 7.002  0.089
56 H -3.713 5.609 7.412  0.088
57 H -4.046 4.329 5.032  0.103
58 N 2.468 6.381 3.169  -0.003
59 C 2.678 6.129 4.500  -0.142
60 C 3.286 7.235 5.051  -0.113
61 C 3.442 8.190 4.018  -0.116
62 C 2.926 7.637 2.867  -0.147
63 H 2.041 5.741 2.512  0.109
64 H 2.380 5.187 4.938  0.107
65 H 3.583 7.343 6.086  0.092
66 H 3.883 9.174 4.105  0.092
67 H 2.847 8.029 1.862  0.103
68 N -5.671 1.153 -5.105  -0.002
69 C -4.427 1.728 -5.143  -0.138
70 C -4.150 2.226 -3.890  -0.121
71 C -5.263 1.935 -3.065  -0.121
72 C -6.186 1.270 -3.840  -0.143
73 H -6.135 0.710 -5.887  0.149
74 H -3.849 1.735 -6.057  0.107
75 H -3.243 2.741 -3.600  0.082
76 H -5.378 2.184 -2.018  0.086
77 H -7.163 0.872 -3.601  0.106
78 N -5.187 -7.290 -2.626  -0.001
79 C -3.944 -6.714 -2.665  -0.145
80 C -3.666 -6.216 -1.411  -0.127
81 C -4.779 -6.507 -0.586  -0.118
82 C -5.702 -7.172 -1.361  -0.147
83 H -5.652 -7.732 -3.408  0.147
84 H -3.365 -6.707 -3.579  0.109
85 H -2.760 -5.701 -1.122  0.087
86 H -4.894 -6.258 0.461  0.089
87 H -6.679 -7.571 -1.122  0.103

***

No. 4
A cluster of 7 separate species, C34H40Br2O in total at a distorted geometry. Source: the OMol25 dataset; level of theory: wB97M-V/def2-TZVPD.

The charge is 0. The HOMO-LUMO gap comes out at 9.63 eV. The HOMO energy is -0.338 Ha.

Last column: Löwdin charge in e.
Atoms and positions in Å:
1 Br 5.029 2.121 -0.351  0.645
2 C 4.071 0.740 -1.437  -0.660
3 C 4.404 -0.581 -0.883  -0.712
4 Br 3.524 -2.004 -1.912  0.618
5 H 4.379 0.780 -2.482  0.063
6 H 2.999 0.928 -1.373  0.032
7 H 3.994 -0.779 0.108  0.044
8 H 5.475 -0.780 -0.851  0.058
9 C -5.686 -2.626 -0.049  -0.075
10 C -5.344 -3.396 1.064  -0.097
11 C -4.129 -4.066 1.154  -0.107
12 C -3.186 -3.853 0.202  -0.095
13 C -3.413 -3.036 -0.939  -0.076
14 C -4.657 -2.441 -1.000  -0.109
15 H -6.669 -2.212 -0.218  0.097
16 H -6.026 -3.550 1.887  0.095
17 H -3.911 -4.740 1.970  0.101
18 H -2.269 -4.394 0.381  0.078
19 H -2.665 -2.896 -1.705  0.096
20 H -4.883 -1.817 -1.852  0.094
21 C -0.491 4.560 -0.993  -0.096
22 C -1.604 4.443 -0.172  -0.102
23 C -2.584 5.442 -0.089  -0.070
24 C -2.346 6.568 -0.896  -0.121
25 C -1.271 6.724 -1.736  -0.093
26 C -0.285 5.683 -1.825  -0.056
27 H 0.282 3.811 -0.901  0.077
28 H -1.639 3.605 0.508  0.080
29 H -3.405 5.273 0.591  0.098
30 H -3.024 7.401 -0.786  0.094
31 H -1.148 7.662 -2.257  0.094
32 H 0.649 5.800 -2.353  0.091
33 C -0.129 -3.688 3.024  -0.091
34 C -0.759 -4.656 3.831  -0.092
35 C -0.965 -5.913 3.334  -0.109
36 C -0.533 -6.319 2.064  -0.100
37 C 0.058 -5.372 1.283  -0.107
38 C 0.322 -4.047 1.772  -0.083
39 H 0.074 -2.705 3.422  0.094
40 H -1.085 -4.329 4.808  0.100
41 H -1.234 -6.713 4.009  0.099
42 H -0.756 -7.315 1.711  0.104
43 H 0.240 -5.593 0.242  0.100
44 H 0.677 -3.360 1.018  0.080
45 C 1.980 0.566 -5.827  -0.103
46 C 2.058 1.602 -4.898  -0.081
47 C 1.379 1.487 -3.687  -0.092
48 C 0.659 0.320 -3.438  -0.089
49 C 0.573 -0.650 -4.410  -0.115
50 C 1.222 -0.536 -5.580  -0.125
51 H 2.492 0.568 -6.778  0.101
52 H 2.631 2.489 -5.125  0.098
53 H 1.449 2.282 -2.959  0.095
54 H 0.150 0.249 -2.488  0.084
55 H 0.070 -1.588 -4.229  0.105
56 H 1.263 -1.220 -6.415  0.108
57 C 3.513 2.581 2.767  -0.123
58 C 3.503 1.358 3.457  -0.089
59 C 2.302 0.873 3.950  -0.104
60 C 1.083 1.515 3.766  -0.099
61 C 1.126 2.692 3.018  -0.120
62 C 2.306 3.262 2.593  -0.091
63 H 4.388 3.031 2.320  0.054
64 H 4.427 0.842 3.673  0.100
65 H 2.367 -0.018 4.558  0.097
66 H 0.167 1.052 4.104  0.103
67 H 0.163 3.166 2.891  0.103
68 H 2.248 4.126 1.946  0.105
69 C -0.664 -0.696 0.550  -0.083
70 C -0.570 0.803 0.738  -0.319
71 O 0.489 1.290 -0.069  -0.073
72 H -1.439 -1.068 1.221  0.081
73 H 0.273 -1.234 0.696  0.061
74 H -0.957 -0.831 -0.491  0.065
75 H -0.442 0.899 1.816  0.077
76 H -1.571 1.188 0.543  0.113
77 H 1.285 1.245 0.465  0.074

***

| no. | energy (Eh) |
| --- | --- |
| 1 | -2921.22457 |
| 2 | -3333.91592 |
| 3 | -2107.80345 |
| 4 | -6542.76425 |